{"formula": "C5H7NO", "method": "ωB97M-V/def2-TZVPD", "gap_ev": 9.1, "relative_energy_kcal_mol": 121.8, "charge": 0, "multiplicity": 1, "species": ["O", "N", "C", "C", "C", "C", "C", "H", "H", "H", "H", "H", "H", "H"], "positions_angstrom": [[1.68520, -0.96826, -0.91788], [-0.59348, 0.70980, 1.16607], [0.70347, 1.23143, -0.07385], [1.17804, -0.23461, 0.16962], [-0.75294, 1.02625, -0.29550], [-0.18711, -0.67759, 0.66487], [-1.12285, -0.44379, -0.52408], [1.94464, -0.28536, 0.95131], [-2.16591, -0.63710, -0.25983], [0.16237, 1.30346, 1.57892], [-0.30375, -1.54217, 1.32253], [-0.87382, -0.91111, -1.48138], [1.71248, -0.43488, -1.71667], [-1.38636, 1.86392, -0.58414]], "lowdin_charge": [-0.02, 0.09, 0.07, -0.40, -0.30, -0.21, -0.07, 0.14, 0.11, 0.11, 0.14, 0.11, 0.10, 0.13]}



{"formula": "C11H18", "method": "ωB97M-V/def2-TZVPD", "gap_ev": 9.0, "relative_energy_kcal_mol": 163.3, "charge": 0, "smiles": "CC(C)(C)C.c1ccccc1", "multiplicity": 1, "species": ["C", "C", "C", "C", "C", "C", "C", "C", "C", "C", "C", "H", "H", "H", "H", "H", "H", "H", "H", "H", "H", "H", "H", "H", "H", "H", "H", "H", "H"], "positions_angstrom": [[-2.78792, -0.46469, -0.93247], [-2.54527, 0.97226, -0.71895], [2.77264, -1.23034, -0.71196], [2.32348, 1.25230, -0.97775], [0.56223, -0.47583, -0.43499], [-1.12063, 0.52272, 1.14077], [-2.39925, -1.28388, 0.11472], [-1.77046, 1.29170, 0.33631], [-1.40350, -0.81224, 1.05101], [1.92721, -0.01530, -0.15527], [2.34746, 0.23258, 1.36270], [2.19578, -1.85847, -1.54098], [-0.82244, -1.56233, 1.65659], [3.39384, 0.63273, 1.50772], [-2.51026, -2.33408, 0.17042], [0.25778, -1.33134, 0.25250], [3.95341, -1.09434, -1.01098], [-2.93337, 1.86234, -1.31211], [-1.84322, 2.41192, 0.63495], [1.46359, 0.96385, 1.66514], [2.84187, -1.96554, 0.31559], [2.34428, -0.51193, 2.10080], [2.19544, 1.30945, -2.08472], [-3.19323, -1.05722, -1.90221], [0.47383, -0.63160, -1.52045], [3.35717, 1.75499, -0.57048], [-0.14582, 0.91747, 1.70701], [1.71452, 2.11051, -0.49738], [-0.17923, 0.44798, -0.01609]], "lowdin_charge": [-0.06, -0.07, -0.11, -0.08, -0.13, -0.25, -0.09, -0.23, -0.14, -0.68, -0.06, 0.09, 0.13, 0.09, 0.09, 0.10, 0.11, 0.12, 0.15, 0.08, 0.12, 0.04, 0.08, 0.15, 0.10, 0.12, 0.15, 0.08, 0.08]}



{"formula": "C5H14N3", "method": "ωB97M-V/def2-TZVPD", "gap_ev": [7.1, 7.5], "relative_energy_kcal_mol": 86.7, "s2": 2.0112, "charge": 1, "multiplicity": 3, "species": ["N", "N", "N", "C", "C", "C", "C", "C", "H", "H", "H", "H", "H", "H", "H", "H", "H", "H", "H", "H", "H", "H"], "positions_angstrom": [[-1.35116, -0.18931, -0.15465], [0.26320, 0.60847, 0.68096], [1.17522, -0.17056, 0.26709], [-2.43423, -0.25461, 0.77676], [2.02102, -0.01503, -0.89677], [0.02076, 1.93965, 0.23493], [-1.50472, -0.38769, -1.38998], [1.28090, -1.45187, 1.06063], [-0.00686, 1.96523, -0.91726], [-0.58468, -0.36006, -1.95648], [-3.30136, -0.50214, 0.27146], [-2.58974, 0.65922, 1.47554], [0.79894, -1.12254, 1.93116], [-0.93228, 2.35469, 0.83377], [2.92725, 0.62119, -0.50242], [1.33777, 0.56703, -1.56422], [2.49516, -0.82320, -1.39546], [0.75802, -2.13491, 0.45371], [0.89039, 2.68308, 0.61818], [2.33730, -1.61292, 0.92576], [-2.47360, -1.19113, 1.45867], [-2.39951, -0.78417, -1.70701]], "lowdin_spin": [0.41, 0.78, 0.45, 0.02, 0.06, 0.07, 0.04, 0.03, 0.02, 0.01, 0.01, 0.00, 0.00, 0.01, 0.02, 0.01, 0.01, 0.01, 0.03, 0.01, 0.00, 0.01]}



{"formula": "C5H7NO", "method": "ωB97M-V/def2-TZVPD", "gap_ev": [6.1, 6.1], "relative_energy_kcal_mol": 85.3, "charge": 0, "multiplicity": 1, "species": ["O", "N", "C", "C", "C", "C", "C", "H", "H", "H", "H", "H", "H", "H"], "positions_angstrom": [[1.79670, -1.30312, 0.62037], [1.95693, 0.21599, -1.66778], [0.90734, 0.46931, -1.17217], [-0.55468, -0.81542, 0.20588], [-0.24487, 0.48716, -0.43036], [0.57124, -1.60628, 0.73932], [-0.98063, 1.74173, -0.05431], [-0.55795, 2.59136, -0.59801], [-0.91539, 1.98313, 1.01902], [-2.04758, 1.69883, -0.31324], [-1.31213, -0.74670, 1.00216], [1.97315, -0.53855, -0.05220], [-0.99617, -1.58325, -0.47804], [0.40404, -2.59419, 1.17935]], "lowdin_charge": [0.14, 0.09, -0.30, -0.16, -0.35, -0.07, -0.10, 0.07, 0.07, 0.07, 0.15, 0.09, 0.16, 0.14]}